The following is a quantum chemistry calculation of 13 unconnected molecules or ions with the total composition C47H94Cl10NO14S6 at a distorted geometry, from the Open Molecules 2025 dataset.

Structure (XYZ):
```
172
C47H94Cl10NO14S6 ωB97M-V/def2-TZVPD
C 15.92950 -13.03676 -1.51047
C 13.34306 -7.50209 -0.76797
Cl 20.78746 -10.53410 0.78526
C 17.53276 -6.14648 -5.87145
O 25.35420 -6.57631 -4.68983
H 17.31551 -8.36419 -1.84040
C 19.91536 -9.28273 -2.97469
O 19.89928 -13.37214 -2.09564
H 19.44634 -7.40750 -2.09216
O 15.40977 -10.03963 -7.39320
H 14.63125 -11.95757 6.66420
H 20.87804 -9.05119 -3.43047
S 24.46767 -7.38969 -3.79781
Cl 15.73816 -6.03758 -5.86026
H 22.15221 -15.26537 -4.37230
H 17.12722 -7.85338 -3.51981
C 14.10075 -12.50574 5.88563
H 14.55581 -14.37116 6.76661
C 19.05518 -11.36519 2.55491
H 18.34296 -15.29341 -7.10296
H 24.46620 -6.92247 -0.08665
H 16.06056 -12.26441 4.96110
H 10.77361 -15.87112 -2.59437
C 15.01179 -12.16202 4.68236
C 14.69737 -13.07409 3.49769
C 18.50463 -5.44792 0.98816
C 12.49841 -15.12161 -1.54229
H 15.57234 -12.11178 0.40253
S 14.38795 -14.76679 4.36304
O 11.71168 -12.25833 0.39296
H 24.80580 -5.57009 -1.18817
O 11.92036 -16.83305 -0.02344
Cl 21.09788 -7.69102 -6.15928
Cl 20.81432 -15.79735 -6.73212
H 13.92651 -7.02216 -9.19485
C 17.44216 -4.48433 0.18497
H 18.75278 -12.26905 3.08377
C 16.70140 -10.69309 -2.33285
H 19.91524 -14.68832 -4.50968
H 23.19389 -5.28671 -3.64297
O 15.66255 -15.38502 4.60970
H 13.09214 -9.87055 -9.88510
H 22.90427 -16.62612 -3.59148
H 17.89927 -3.55740 -0.16136
C 19.12320 -14.46655 -5.22494
H 16.81086 -13.55505 -1.13275
C 19.03839 -15.56772 -6.30973
H 15.78497 -10.11326 -2.22304
S 10.26470 -12.34721 0.05442
Cl 21.49066 -10.83650 -8.06505
O 11.17714 -18.42878 -1.28991
O 9.48729 -13.56748 0.33115
H 9.44384 -10.68595 1.83332
H 11.94649 -7.07663 -7.67678
H 12.03973 -14.19127 -1.87721
H 23.45584 -8.24775 -6.53901
C 24.31961 -6.54141 -1.09730
H 21.69512 -16.43498 -1.70920
H 22.24159 -7.17023 -1.27689
C 14.98303 -12.33713 -0.48631
H 22.19174 -6.65407 -3.98904
O 13.33225 -11.44293 -8.02447
H 26.23374 -7.24234 -2.08533
O 21.31939 -14.18077 -0.21869
H 13.53341 -15.01593 -1.86743
H 20.64097 -12.62386 1.89963
H 14.56318 -11.38707 -0.81678
C 22.48473 -8.74036 -6.58770
H 11.49715 -8.64349 -8.42515
C 22.91071 -6.41644 -1.69183
C 22.57413 -13.51240 -2.28771
S 13.43267 -7.20725 -2.58134
C 11.49761 -17.29311 -1.21816
C 13.89412 -13.98496 5.99129
H 19.28239 -5.22870 -7.00594
H 19.14372 -11.47000 -3.21228
H 12.31546 -16.73072 -3.05212
H 19.27034 -7.54994 -3.90801
C 22.48016 -15.63993 -3.40264
C 25.18345 -7.52649 -2.02004
O 12.48915 -8.11417 -3.17336
C 12.26574 -15.40607 -0.10951
Cl 18.05784 -3.46785 -6.28481
C 21.29681 -15.81087 -2.50916
H 16.61459 -11.00307 -5.09083
C 18.21430 -5.09208 -6.83677
H 22.53546 -5.44810 -1.36076
Cl 19.96687 -5.66479 -0.10148
H 13.70614 -8.23081 -6.45734
H 16.65094 -4.30391 0.91266
H 13.16826 -15.16333 0.45141
C 22.99794 -6.31484 -3.33861
H 12.89542 -14.34780 6.23431
H 14.28033 -13.10628 -0.16583
Cl 19.55833 -12.89980 -5.86969
H 17.96089 -6.34560 1.28245
H 17.54074 -9.49377 -5.52808
H 16.95387 -12.61396 -3.43114
O 14.82829 -7.22329 -2.95665
H 13.38505 -4.73170 -2.86272
C 12.17245 -6.63169 -0.32021
H 22.03458 -8.59036 -8.83413
H 18.84774 -4.87397 1.84896
H 8.34970 -11.13810 0.43071
H 17.63894 -7.18942 -6.16992
N 17.56489 -10.01024 -3.39603
H 19.24723 -10.47601 -4.67164
H 9.55151 -8.75643 -0.09084
C 19.11894 -8.01665 -2.93468
H 9.20365 -9.80698 -2.20893
H 10.57402 -12.33196 -2.36016
H 17.85780 -5.94644 -4.85045
H 18.14112 -14.29230 -4.78533
H 10.92195 -9.70618 -2.14187
H 24.23303 -14.42365 -3.26824
C 9.97411 -9.76112 -0.07995
H 24.86068 -8.54940 -1.82617
H 19.50418 -10.70315 3.29532
H 15.43617 -13.82058 -2.08523
C 17.67246 -8.52584 -2.85753
S 14.05263 -10.12815 -7.91505
C 12.67520 -5.46656 -2.48301
H 15.48385 -11.98108 -3.36628
S 21.04181 -14.15006 -1.60307
C 12.98480 -8.89404 -6.93472
H 10.94954 -9.49044 0.32424
C 12.35003 -5.19936 -1.00871
C 16.30702 -12.16676 -2.67635
H 20.24729 -9.51273 -1.96226
C 10.06862 -10.19253 -1.66923
H 22.13966 -12.99249 -3.14155
H 12.05910 -6.49510 0.75524
H 15.32974 -13.09842 2.61021
H 8.93708 -12.03681 -1.92030
H 17.77369 -5.14944 -7.83210
C 13.23987 -7.86684 -9.25087
H 18.72088 -16.56945 -6.02019
H 13.14682 -11.98549 5.79929
H 13.37693 -8.57217 -0.56330
H 23.88619 -15.18866 -1.77684
H 11.44183 -14.79376 0.25705
O 13.18164 -15.38894 3.78964
C 11.73844 -16.25283 -2.26044
H 22.45025 -9.64673 -5.98321
H 12.42803 -9.42661 -6.16369
C 19.92442 -11.90818 1.49655
H 14.92414 -11.11911 4.37779
C 23.39881 -14.72853 -2.63640
C 9.35377 -10.87528 0.76368
H 15.91803 -9.44346 -4.69815
O 24.10367 -8.74648 -4.11943
C 18.99689 -10.46616 -3.61083
C 12.30656 -8.05606 -7.99170
H 23.47978 -9.59794 -8.42619
H 13.22874 -4.66193 -0.65215
C 9.95674 -11.71755 -1.70475
H 11.82140 -5.35121 -3.15071
Cl 17.61693 -10.47747 1.89878
H 22.92860 -12.75395 -1.58971
C 22.48335 -9.28006 -8.11928
H 11.60922 -4.44084 -0.75581
H 17.25363 -10.55632 -1.40311
H 14.29202 -7.12578 -0.38590
H 12.68620 -7.62580 -10.15831
H 13.69249 -12.92158 3.10392
H 14.83179 -9.29493 -10.10639
H 11.22909 -7.05816 -0.66124
Cl 16.65705 -5.19193 -1.23520
C 16.86108 -9.97514 -4.82491
H 20.36366 -16.18063 -2.93414
C 13.91448 -9.25592 -9.51892
H 19.42218 -12.44379 0.69096
```

Summary:
LUMO, eV: -1.801
Max |F|, eV/Å: 3.9
Charge: +1
Orbital gap, eV: 9.240
E_HOMO, eV: -11.040
E, Eh: -9945.9386